Here is an isolated ion of composition C6H16N and charge +1 at a distorted geometry from the Open Molecules 2025 dataset. Energies are from ωB97M-V/def2-TZVPD.

Structure (XYZ):
```
23
Properties=species:S:1:pos:R:3:nbo_charge:R:1
C -0.7908 2.2298 1.8063 -0.612
C -1.1129 1.7442 0.3916 -0.398
C -1.3575 0.2379 0.2403 -0.394
C -0.0609 -0.5683 0.4910 -0.436
C 0.8112 -0.7210 -0.7430 0.007
C 0.1864 -1.3942 -1.9467 -0.669
N 2.0354 -1.6179 -0.3158 -0.692
H 0.2292 1.9390 2.0712 0.188
H -1.4868 1.8836 2.5553 0.217
H -0.7583 3.3203 1.8145 0.232
H -0.3072 2.0330 -0.2930 0.187
H -1.9976 2.2854 0.0544 0.224
H -2.0629 -0.1208 0.9792 0.226
H -1.7917 0.0668 -0.7401 0.213
H -0.3191 -1.5762 0.8046 0.218
H 0.5268 -0.0520 1.2500 0.223
H 1.3833 0.1613 -1.0375 0.217
H 0.7736 -1.4510 -2.8496 0.246
H -0.3895 -2.2725 -1.6703 0.235
H -0.5877 -0.6516 -2.1949 0.256
H 2.8225 -1.5178 -0.9637 0.436
H 2.4173 -1.3381 0.5906 0.437
H 1.8371 -2.6199 -0.2945 0.436
```

ΔE to the lowest compared entry with this formula, charge and spin	5.69	kcal per mole
LUMO	-3.5	eV
total charge	+1
orbital gap	11.185	eV
calculated total energy	-7965.1856	eV
HOMO level	-14.72	eV